(1)
Below is C37H97CdN6O15 as an isolated structure, with properties calculated with the ωB97M-V functional and the def2-TZVPD basis.

Structure (ORCA input):
```
! wB97M-V def2-TZVPD RIJCOSX def2/J DEFGRID3
* xyz 1 1
Cd 3.58 -0.44 2.26
C 1.79 -0.28 -0.49
O 2.91 -0.21 0.33
H 2.03 -0.32 -1.56
H 1.17 -1.17 -0.28
H 1.11 0.59 -0.44
C 3.63 6.82 1.70
O 2.37 7.07 1.09
C 1.36 6.15 1.41
C 1.65 4.78 0.82
N 1.94 4.81 -0.60
C 2.41 3.48 -1.00
C 2.50 3.43 -2.50
O 3.51 4.27 -2.97
C 3.41 4.53 -4.35
H 3.46 6.42 2.71
H 4.10 7.80 1.74
H 4.21 6.03 1.20
H 0.42 6.58 1.07
H 1.31 6.03 2.51
H 0.83 4.06 0.98
H 2.49 4.34 1.40
H 2.66 5.48 -0.82
H 1.75 2.72 -0.57
H 3.38 3.21 -0.57
H 1.51 3.55 -2.97
H 2.71 2.40 -2.83
H 3.40 3.60 -4.92
H 4.26 5.11 -4.71
H 2.48 5.09 -4.52
C -5.90 1.06 0.15
O -4.57 0.66 -0.10
C -4.49 -0.52 -0.88
C -3.09 -0.68 -1.43
N -2.77 0.27 -2.47
C -1.43 0.07 -2.99
C -1.11 1.02 -4.11
O -1.21 2.35 -3.63
C -0.74 3.25 -4.59
H -6.59 0.22 0.34
H -6.35 1.54 -0.73
H -5.88 1.71 1.01
H -5.22 -0.43 -1.69
H -4.68 -1.47 -0.37
H -2.99 -1.69 -1.84
H -2.45 -0.67 -0.54
H -2.90 1.22 -2.15
H -1.40 -0.93 -3.43
H -0.67 0.16 -2.20
H -1.67 0.93 -5.05
H -0.06 0.83 -4.39
H -0.66 4.31 -4.37
H -1.18 3.03 -5.57
H 0.33 3.01 -4.73
C 0.49 0.52 3.09
O 1.73 -0.12 3.38
C 1.92 -0.21 4.80
C 3.39 -0.31 5.21
N 4.15 -1.20 4.30
C 5.60 -1.00 4.45
C 6.33 -1.73 3.32
O 5.66 -1.40 2.09
C 6.33 -1.92 0.96
H -0.37 -0.14 3.23
H 0.48 0.88 2.06
H 0.32 1.44 3.66
H 1.39 -1.12 5.11
H 1.48 0.61 5.37
H 3.42 -0.60 6.27
H 3.83 0.69 5.20
H 3.89 -2.13 4.62
H 5.91 -1.34 5.45
H 5.90 0.04 4.36
H 6.29 -2.81 3.49
H 7.36 -1.37 3.26
H 6.24 -3.01 0.85
H 7.37 -1.59 0.87
H 5.85 -1.48 0.08
C -5.53 5.76 8.10
O -4.62 4.91 7.48
C -4.12 5.48 6.30
C -3.16 4.48 5.64
N -3.15 4.56 4.20
C -2.09 3.76 3.62
C -2.30 3.51 2.12
O -1.42 2.49 1.74
C -1.22 2.43 0.34
H -5.96 5.42 9.04
H -6.40 6.00 7.47
H -5.07 6.73 8.32
H -3.58 6.42 6.49
H -4.90 5.77 5.59
H -3.41 3.45 5.95
H -2.20 4.67 6.12
H -4.04 4.25 3.83
H -1.98 2.78 4.11
H -1.14 4.29 3.75
H -2.09 4.45 1.61
H -3.34 3.22 1.97
H -2.18 2.19 -0.13
H -0.60 1.56 0.12
H -0.76 3.34 -0.06
C 0.63 -3.70 -9.55
O 0.87 -3.15 -8.27
C -0.19 -2.32 -7.84
C 0.29 -1.60 -6.58
N 0.52 -2.59 -5.54
C 1.34 -2.07 -4.45
C 1.76 -3.19 -3.51
O 2.62 -4.05 -4.23
C 3.02 -5.16 -3.46
H 0.47 -2.94 -10.32
H -0.25 -4.35 -9.58
H 1.48 -4.35 -9.76
H -1.11 -2.87 -7.63
H -0.40 -1.57 -8.61
H -0.44 -0.85 -6.28
H 1.23 -1.13 -6.89
H 1.08 -3.33 -5.96
H 0.85 -1.21 -3.99
H 2.26 -1.63 -4.86
H 0.87 -3.74 -3.17
H 2.28 -2.71 -2.68
H 3.02 -6.05 -4.10
H 2.39 -5.37 -2.60
H 4.05 -5.05 -3.09
C -3.32 -9.25 0.83
O -3.57 -7.87 0.64
C -4.89 -7.51 1.01
C -5.12 -6.07 0.60
N -4.16 -5.22 1.27
C -3.92 -3.92 0.65
C -2.64 -3.34 1.24
O -1.60 -4.14 0.68
C -0.31 -3.84 1.14
H -3.46 -9.47 1.90
H -2.28 -9.44 0.59
H -3.98 -9.87 0.22
H -5.05 -7.66 2.08
H -5.54 -8.14 0.40
H -6.16 -5.78 0.81
H -5.00 -6.00 -0.49
H -3.27 -5.72 1.26
H -4.77 -3.28 0.90
H -3.85 -4.07 -0.44
H -2.69 -3.43 2.33
H -2.42 -2.32 0.91
H 0.10 -3.09 0.45
H 0.30 -4.73 1.25
H -0.28 -3.42 2.16
O 4.87 1.25 -1.06
H 4.10 0.68 -0.87
H 5.03 1.70 -0.22
O 2.94 -2.58 2.15
H 3.06 -3.35 2.72
H 2.89 -2.94 1.25
*
```

Computed properties:
HOMO-LUMO gap, eV: 7.1070
Relative energy (zero: lowest compared OMol25 entry of this formula, charge and spin), kcal per mole: 0.0
E_LUMO, eV: -3.12
Largest force on an atom, Eh/bohr: 0.0493
Molecular weight, g/mol: 978.62

Löwdin population analysis, charges in e, atoms 1 to 5:
1 Cd 1.4529
2 C -0.2758
3 O -0.4858
4 H 0.0709
5 H 0.0540

(2)
Below is one molecule with the formula C4H10N2OS, with properties calculated with the ωB97M-V functional and the def2-TZVPD basis.

Structure (ORCA input):
```
! wB97M-V def2-TZVPD RIJCOSX def2/J DEFGRID3
* xyz 0 1
N 1.53 -2.12 1.99
C 1.96 -0.96 1.38
O 2.60 -0.12 1.96
N 1.60 -0.86 0.03
C 0.16 -0.93 -0.30
C -0.42 0.45 -0.63
C -1.58 0.44 -1.64
S -2.70 1.84 -1.41
H 2.07 -2.42 2.79
H 0.94 -2.79 1.54
H 2.02 -0.02 -0.34
H 0.04 -1.67 -1.10
H -0.40 -1.25 0.57
H -0.73 0.95 0.28
H 0.35 1.11 -1.04
H -1.22 0.31 -2.65
H -2.22 -0.42 -1.44
H -1.79 2.78 -1.13
*
```

Computed properties:
HOMO-LUMO gap, eV: 10.0624
Relative energy (zero: lowest compared OMol25 entry of this formula, charge and spin), kcal per mole: 8.4
E_LUMO, eV: 0.81
Largest force on an atom, Eh/bohr: 0.0199
Molecular weight, g/mol: 134.20

Löwdin population analysis, charges in e, atoms 1 to 5:
1 N 0.1524
2 C -0.6300
3 O 0.0544
4 N 0.0417
5 C -0.1982

(3)
Below is one molecule with the formula C19H24N2O3S, with properties calculated with the ωB97M-V functional and the def2-TZVPD basis.

Structure (ORCA input):
```
! wB97M-V def2-TZVPD RIJCOSX def2/J DEFGRID3
* xyz 0 1
C -3.28 -1.67 1.23
C -2.76 -3.07 0.93
O -1.94 -3.11 -0.22
C -0.68 -2.62 -0.17
C -0.01 -2.56 -1.40
C 1.27 -2.05 -1.47
C 1.90 -1.61 -0.32
S 3.56 -0.94 -0.43
O 4.32 -1.39 0.70
O 4.04 -1.23 -1.75
N 3.47 0.72 -0.32
C 2.70 1.42 -1.32
C 1.56 2.22 -0.68
N 1.10 1.51 0.50
C -0.20 1.97 0.97
C -1.33 1.64 0.03
C -2.52 2.35 0.11
C -3.58 2.03 -0.72
C -3.46 1.00 -1.64
C -2.27 0.29 -1.73
C -1.21 0.61 -0.90
C 2.09 1.59 1.55
C 3.50 1.34 0.98
C 1.28 -1.71 0.90
C -0.01 -2.20 0.99
H -3.94 -1.70 2.09
H -2.45 -0.99 1.44
H -3.82 -1.28 0.38
H -2.24 -3.50 1.80
H -3.60 -3.73 0.68
H -0.52 -2.92 -2.27
H 1.80 -1.99 -2.41
H 2.31 0.66 -2.00
H 3.36 2.08 -1.89
H 1.92 3.24 -0.42
H 0.74 2.33 -1.39
H -0.39 1.46 1.92
H -0.20 3.05 1.18
H -2.62 3.15 0.82
H -4.51 2.58 -0.65
H -4.29 0.75 -2.29
H -2.17 -0.51 -2.44
H -0.29 0.07 -0.96
H 2.08 2.58 2.05
H 1.84 0.84 2.30
H 4.08 0.67 1.62
H 4.05 2.28 0.89
H 1.81 -1.41 1.79
H -0.49 -2.26 1.95
*
```

Computed properties:
HOMO-LUMO gap, eV: 9.2915
Relative energy (zero: lowest compared OMol25 entry of this formula, charge and spin), kcal per mole: 38.5
E_LUMO, eV: 0.63
Largest force on an atom, Eh/bohr: 0.0211
Molecular weight, g/mol: 360.48

Löwdin population analysis, charges in e, atoms 1 to 5:
1 C -0.0551
2 C -0.2324
3 O -0.0400
4 C -0.2733
5 C -0.0026

(4)
Below is C63H43GeMnN4 as an isolated structure, with properties calculated with the ωB97M-V functional and the def2-TZVPD basis.

Structure (ORCA input):
```
! wB97M-V def2-TZVPD RIJCOSX def2/J DEFGRID3
* xyz -1 2
Mn 0.20 0.98 0.17
C 3.81 1.14 -6.58
C 2.77 0.27 -6.28
C 2.15 0.33 -5.04
C 2.54 1.27 -4.09
C 3.58 2.14 -4.40
C 4.20 2.08 -5.64
C 1.84 1.34 -2.77
C 0.49 1.59 -2.78
C -0.27 2.01 -3.93
C -1.54 2.20 -3.52
C -1.59 1.86 -2.11
N -0.34 1.54 -1.67
C -2.76 1.83 -1.36
C -2.78 1.49 -0.01
C -3.99 1.32 0.77
C -3.61 0.92 2.01
C -2.17 0.85 2.01
C -1.40 0.52 3.10
C -2.10 0.13 4.36
C -2.65 -1.14 4.51
C -3.32 -1.48 5.67
C -3.45 -0.56 6.70
C -2.90 0.70 6.56
C -2.22 1.04 5.40
C -0.01 0.63 3.14
N 0.78 1.11 2.11
C 2.02 1.30 2.62
C 3.14 1.79 1.89
C 4.16 2.63 2.53
C 5.30 3.09 1.85
C 6.24 3.91 2.45
C 6.09 4.35 3.75
C 4.93 3.98 4.43
C 3.99 3.16 3.83
C 3.20 1.48 0.49
C 4.38 1.18 -0.24
C 4.01 0.99 -1.55
C 2.61 1.20 -1.60
N 2.12 1.42 -0.33
C 2.05 0.85 3.98
C 0.79 0.43 4.30
N -1.69 1.21 0.76
C -4.06 2.10 -2.05
C -4.86 3.18 -1.69
C -6.08 3.41 -2.31
C -6.52 2.56 -3.31
C -5.73 1.48 -3.68
C -4.52 1.25 -3.05
H 4.29 1.10 -7.55
H 2.46 -0.47 -7.00
H 1.35 -0.36 -4.80
H 3.88 2.88 -3.67
H 5.00 2.78 -5.87
H 0.14 2.18 -4.91
H -2.38 2.54 -4.11
H -4.99 1.46 0.41
H -4.24 0.69 2.85
H -2.55 -1.86 3.71
H -3.75 -2.48 5.78
H -3.98 -0.83 7.61
H -2.99 1.43 7.36
H -1.79 2.03 5.29
H 5.45 2.82 0.81
H 7.11 4.22 1.87
H 6.82 4.99 4.22
H 4.74 4.34 5.43
H 3.08 2.96 4.37
H 5.37 1.05 0.18
H 4.64 0.74 -2.38
H 2.93 0.80 4.60
H 0.44 0.01 5.23
H -4.51 3.85 -0.91
H -6.68 4.26 -2.01
H -7.47 2.74 -3.80
H -6.07 0.80 -4.46
H -3.91 0.40 -3.34
C 0.17 -0.59 0.04
Ge -0.12 -2.45 -0.34
C 0.38 -3.42 1.27
C 1.04 -2.77 2.31
C 1.43 -3.47 3.45
C 1.16 -4.82 3.55
C 0.50 -5.48 2.53
C 0.11 -4.78 1.40
C -2.03 -2.61 -0.67
C -2.89 -2.16 0.33
C -4.26 -2.16 0.14
C -4.79 -2.62 -1.06
C -3.95 -3.07 -2.06
C -2.57 -3.05 -1.87
C 0.96 -3.06 -1.83
C 2.07 -2.32 -2.23
C 2.93 -2.80 -3.20
C 2.68 -4.03 -3.80
C 1.58 -4.78 -3.42
C 0.73 -4.30 -2.43
H 1.26 -1.71 2.24
H 1.94 -2.94 4.24
H 1.47 -5.37 4.44
H 0.28 -6.54 2.61
H -0.42 -5.31 0.60
H -2.48 -1.78 1.26
H -4.92 -1.78 0.92
H -5.87 -2.62 -1.21
H -4.36 -3.41 -3.00
H -1.92 -3.37 -2.68
H 2.27 -1.36 -1.76
H 3.79 -2.21 -3.50
H 3.36 -4.40 -4.57
H 1.39 -5.74 -3.88
H -0.12 -4.90 -2.14
*
```

Computed properties:
HOMO-LUMO gap (spin up / spin down), eV: 4.5346 / 5.5155
⟨S²⟩: 0.840
Relative energy (zero: lowest compared OMol25 entry of this formula, charge and spin), kcal per mole: 0.0
E_LUMO (spin up / spin down), eV: 2.03 / 1.77
Largest force on an atom, Eh/bohr: 0.0273
Molecular weight, g/mol: 983.61

Löwdin population analysis, charges in e, atoms 1 to 5:
1 Mn 0.5745
2 C -0.1060
3 C -0.0874
4 C -0.0452
5 C -0.1878